Record 1
Formula: C2H26F6NaO19S2
Source: the OMol25 dataset
Level of theory: ωB97M-V with the def2-TZVPD basis set

Positions of all 56 atoms, in Å:
Na  -4.1350  1.8583  -12.2200
C  -7.5730  3.7901  -18.6800
F  -7.5090  3.0378  -19.7776
F  -8.4295  3.2340  -17.8067
F  -6.3603  3.7238  -18.0856
S  -8.0466  5.5221  -19.1283
O  -9.2400  5.3105  -19.9131
O  -8.2558  6.1227  -17.8299
O  -6.9055  6.0514  -19.8477
C  -6.1543  3.8905  -14.8203
F  -4.8684  4.2363  -14.6519
F  -6.6996  4.7798  -15.6056
F  -6.1541  2.6948  -15.3691
S  -6.9473  3.9513  -13.1632
O  -6.2424  2.9309  -12.4016
O  -6.6538  5.2968  -12.7121
O  -8.3720  3.7490  -13.2391
O  -4.7473  6.6654  -17.5007
H  -4.9105  5.9445  -16.8844
H  -5.0459  6.3074  -18.3558
O  -2.4879  2.8504  -14.0507
H  -2.8086  3.7284  -13.7668
H  -1.5262  2.9262  -14.0693
O  -5.3275  0.0033  -13.7793
H  -6.1332  0.1812  -14.3015
H  -4.6023  0.1354  -14.4075
O  -9.9420  5.9328  -14.2928
H  -9.7643  5.0237  -14.5518
H  -10.1012  5.8806  -13.3422
O  -3.5706  4.3068  -11.9821
H  -2.7949  4.3491  -11.4076
H  -3.9636  5.2201  -11.9261
O  -8.3099  -0.1632  -13.5955
H  -9.0777  0.4546  -13.6208
H  -8.7136  -1.0342  -13.4939
O  -7.3916  0.3772  -17.2113
H  -6.8175  1.0948  -17.5101
H  -8.1857  0.8284  -16.8959
O  -3.8712  7.5103  -12.2134
H  -3.2773  7.6506  -12.9605
H  -4.7373  7.8508  -12.5369
O  -9.3925  3.3673  -10.5421
H  -9.2082  2.5757  -10.0230
H  -9.0367  3.1565  -11.4217
O  -6.2494  7.8657  -13.5537
H  -7.0955  8.0572  -13.9764
H  -6.3189  6.9120  -13.2386
O  -7.3739  7.0358  -10.4962
H  -7.8049  7.8119  -10.8687
H  -7.0801  6.5254  -11.2768
O  -7.8253  0.8953  -11.0578
H  -7.1608  1.6034  -11.1447
H  -7.8165  0.4546  -11.9505
O  -10.3898  1.9083  -13.7568
H  -9.7693  2.6629  -13.6790
H  -10.9346  1.9637  -12.9607

Computed properties:
- Total charge: -1
- Orbital gap: 6.468 eV
- Energy: -83796.7191 eV
- Highest occupied orbital energy: -5.99 eV
- LUMO energy: 0.480 eV

Record 2
Formula: C4H6N2O3P
Source: the OMol25 dataset
Level of theory: ωB97M-V with the def2-TZVPD basis set

Positions of all 16 atoms, in Å:
C  0.4083  0.4734  -0.1019
C  1.4555  -0.3036  -0.0581
C  -1.8870  -0.7581  -0.0953
C  -3.2926  -0.1545  -0.2413
N  -1.6914  -1.9570  0.0627
N  -0.9632  0.3353  -0.1698
O  3.9327  -1.1195  0.6081
O  3.7119  0.4313  -1.3913
O  3.1778  1.2760  1.0150
P  3.2028  0.1953  -0.0227
H  0.6596  1.5376  -0.0641
H  -3.3859  0.3542  -1.2015
H  -4.0268  -0.9530  -0.1908
H  -3.4861  0.5538  0.5653
H  3.6215  -1.1372  1.5120
H  -1.4371  1.2262  -0.2264

Computed properties:
- Total charge: -1
- Orbital gap (alpha / beta): 5.090 / 5.066 eV
- Energy: -22655.5950 eV
- Highest occupied orbital energy (alpha / beta): -3.95 / -3.92 eV
- LUMO energy (alpha / beta): 1.135 / 1.142 eV

Record 3
Formula: C9H3F3N5O5
Source: the OMol25 dataset
Level of theory: ωB97M-V with the def2-TZVPD basis set

Positions of all 25 atoms, in Å:
N  -2.1347  3.3541  -3.2753
C  -1.5658  2.6587  -2.5234
C  -0.8839  1.8522  -1.5626
C  -0.9841  2.0250  -0.1547
C  -0.2860  1.1556  0.6940
N  0.0795  1.6422  1.9864
O  -0.5385  2.6263  2.4558
O  1.0266  1.0654  2.5780
C  0.7127  0.1138  0.2498
N  0.5358  -1.2229  0.7835
C  -0.6869  -1.7309  1.0926
O  -1.7801  -1.3081  0.7503
C  -0.4527  -2.9118  2.0519
F  0.6945  -3.5610  1.6744
F  -0.2353  -2.4401  3.3200
F  -1.4626  -3.8066  2.0958
C  0.8178  0.1046  -1.2122
C  0.0441  0.8838  -2.0658
N  0.2914  0.6734  -3.3976
O  1.1954  -0.4152  -3.3600
N  1.5960  -0.7159  -1.9953
O  2.4903  -1.5055  -1.7538
H  -1.5352  2.8930  0.2488
H  1.7046  0.4035  0.6367
H  1.3572  -1.8335  0.6827

Computed properties:
- Total charge: -1
- Orbital gap: 7.188 eV
- Energy: -35217.1674 eV
- Highest occupied orbital energy: -4.67 eV
- SMILES string: N#CC1=CC(=[N+]([O-])[O-])[C@@H](NC(=O)C(F)(F)F)c2c1no[n+]2[O-]
- LUMO energy: 2.519 eV

Record 4
Formula: C16H11N3NiO4
Source: the OMol25 dataset
Level of theory: ωB97M-V with the def2-TZVPD basis set

Positions of all 35 atoms, in Å:
Ni  2.2330  -0.0765  -0.7739
C  0.4888  -0.2736  -1.1025
O  -0.6440  -0.3402  -1.4570
C  2.6539  -0.5498  -2.4605
O  2.5696  -0.8818  -3.5603
C  2.4766  -1.7334  -0.1608
O  2.5152  -2.8217  0.1752
C  2.2849  1.6604  -1.1767
O  2.1836  2.7575  -1.4858
C  7.4548  0.6272  0.3352
H  7.2777  1.6709  0.6023
H  7.3859  -0.1152  1.1326
C  7.6316  0.2556  -0.9527
H  7.7111  -0.7971  -1.2312
H  7.6030  0.9890  -1.7611
N  -8.2020  -0.8352  -0.6840
C  -7.0667  -0.7380  -0.4490
C  -5.6554  -0.5878  -0.1130
C  -4.7783  -1.6903  -0.0607
C  -3.4283  -1.5026  0.3578
C  -2.9202  -0.2339  0.7624
C  -3.8065  0.8448  0.5804
C  -5.1445  0.6859  0.1607
N  -1.6030  0.0552  1.3316
C  -1.2259  1.3627  1.7873
C  0.1616  1.4494  1.7593
N  0.6278  0.2145  1.4386
C  -0.3701  -0.5656  1.1520
H  -5.1730  -2.6755  -0.3639
H  -2.7872  -2.3713  0.3560
H  -3.4338  1.8398  0.7711
H  -5.7922  1.5649  0.0391
H  -1.8965  2.1421  2.1197
H  0.8572  2.2830  1.8734
H  -0.1884  -1.6136  1.0584

Computed properties:
- Total charge: +2
- Orbital gap (alpha / beta): 6.103 / 2.255 eV
- Energy: -70451.0837 eV
- Highest occupied orbital energy (alpha / beta): -13.81 / -13.81 eV
- Spin multiplicity: 3
- LUMO energy (alpha / beta): -7.706 / -11.553 eV

Record 5
Formula: C20H42N4O5S3
Source: the OMol25 dataset
Level of theory: ωB97M-V with the def2-TZVPD basis set

Positions of all 74 atoms, in Å:
C  3.5557  -0.6190  -4.7103
C  3.3745  -2.1163  -4.8479
N  3.1906  -3.2675  -4.9505
H  3.7849  -0.5147  -3.6498
H  2.6530  -0.0401  -4.9055
H  4.3274  -0.1697  -5.3354
C  -1.8579  4.8336  -5.8391
C  -0.5625  4.4669  -5.1549
N  0.4578  4.2816  -4.5825
H  -2.4650  5.5347  -5.2665
H  -2.4711  3.9445  -5.9857
H  -1.5643  5.3216  -6.7685
C  -1.7080  -1.8022  -5.9249
C  -1.5536  -2.0681  -7.3435
N  -1.3659  -2.2519  -8.4351
H  -1.4048  -0.7924  -5.6483
H  -1.0240  -2.4562  -5.3840
H  -2.7092  -1.9002  -5.5053
C  0.0044  -3.7150  2.7565
C  -0.0940  -3.6952  1.2583
N  -0.1326  -3.6587  0.1295
H  0.7586  -4.4433  3.0548
H  -0.9655  -3.9188  3.2102
H  0.2788  -2.7197  3.1060
C  -8.0141  -2.4643  0.1437
S  -7.0515  -3.0403  -1.4026
O  -7.2530  -1.9081  -2.4059
C  -5.3065  -3.1537  -0.8598
H  -9.0581  -2.4468  -0.1690
H  -7.6498  -1.4809  0.4410
H  -7.8360  -3.2256  0.9032
H  -4.9112  -2.1419  -0.9499
H  -4.7085  -3.7502  -1.5489
H  -5.2787  -3.6090  0.1302
C  5.4425  3.7626  4.9793
S  3.9689  2.6696  5.3176
O  4.1821  2.0777  6.7197
C  2.6525  3.9696  5.5016
H  5.2500  4.3731  4.0970
H  6.3691  3.2287  4.7686
H  5.6407  4.5585  5.6972
H  2.5540  4.6871  4.6870
H  2.7358  4.5213  6.4380
H  1.7241  3.4109  5.3835
C  1.2824  2.7025  -0.1742
S  0.5311  1.0979  0.2826
O  -0.2127  1.4170  1.5651
C  -0.6103  0.9506  -1.1711
H  0.5766  3.4727  -0.4850
H  1.9454  2.5921  -1.0324
H  1.8615  3.0808  0.6682
H  -1.0484  1.9450  -1.0855
H  -1.4175  0.2365  -1.0080
H  -0.1673  0.6283  -2.1134
C  -3.2975  -0.2006  4.8814
C  -3.9327  -0.3914  3.4929
O  -4.4175  -1.4794  3.1821
C  -4.0920  0.7461  2.5257
H  -2.9336  -1.1551  5.2617
H  -3.9557  0.2253  5.6387
H  -2.4897  0.5304  4.9160
H  -5.0851  1.1668  2.3686
H  -3.4351  0.6428  1.6620
H  -3.6087  1.5871  3.0231
C  7.0283  -1.4148  0.0742
C  5.6482  -1.2930  0.6876
O  5.0593  -0.1691  0.5953
C  4.8595  -2.4850  1.2054
H  7.4288  -2.3853  0.3671
H  7.6504  -0.5966  0.4370
H  6.9248  -1.4760  -1.0092
H  4.7420  -2.2493  2.2631
H  5.3313  -3.4607  1.0893
H  3.8743  -2.5383  0.7423

Computed properties:
- Total charge: 0
- Orbital gap: 8.592 eV
- Energy: -70118.1701 eV
- Highest occupied orbital energy: -8.57 eV
- LUMO energy: 0.021 eV

Record 6
Formula: C5H10ClN3O2
Source: the OMol25 dataset
Level of theory: ωB97M-V with the def2-TZVPD basis set

Positions of all 21 atoms, in Å:
C  0.0090  -1.3722  1.3523
C  0.5268  0.1222  1.0017
C  -1.6761  1.0365  1.3683
C  -0.8954  -0.0724  -2.8639
C  1.8992  0.1997  0.2252
N  -0.9470  -1.5373  1.9929
N  -0.6136  0.7882  0.5143
N  -1.0406  0.6498  -0.6796
O  2.9326  -0.3307  1.0183
O  -0.2015  0.0686  -1.6728
Cl  0.8751  -2.5670  0.2535
H  0.6935  0.5642  1.9499
H  -1.1708  1.6687  2.1305
H  -2.5101  1.5881  0.9057
H  -1.8537  0.0925  1.9515
H  -0.5063  -1.0601  -3.1452
H  -0.5109  0.5292  -3.6961
H  -1.9311  0.0003  -2.7457
H  2.0644  1.2091  0.1358
H  1.8078  -0.2889  -0.7371
H  3.0487  -1.2886  0.7406

Computed properties:
- Total charge: 0
- Orbital gap (alpha / beta): 5.758 / 7.124 eV
- Energy: -26428.0632 eV
- Highest occupied orbital energy (alpha / beta): -7.40 / -7.89 eV
- LUMO energy (alpha / beta): -1.644 / -0.771 eV

Record 7
Formula: C5H11NO
Source: the OMol25 dataset
Level of theory: ωB97M-V with the def2-TZVPD basis set

Positions of all 18 atoms, in Å:
C  -1.7320  -0.5977  -0.2810
C  -0.8047  0.5456  -0.6956
C  0.4873  0.6454  0.1347
C  0.2222  1.0841  1.5716
N  1.2211  -0.6184  0.1632
C  1.7910  -1.1630  -0.9388
O  1.7678  -0.6697  -2.0513
H  -1.2827  -1.5722  -0.5062
H  -1.9700  -0.5747  0.7907
H  -2.6808  -0.5380  -0.8243
H  -0.5230  0.4271  -1.7475
H  -1.3294  1.5074  -0.6089
H  1.1409  1.3829  -0.3489
H  -0.2569  2.0678  1.5861
H  -0.4484  0.3801  2.0793
H  1.1536  1.1505  2.1455
H  1.2942  -1.1165  1.0379
H  2.2944  -2.1265  -0.7241

Computed properties:
- Total charge: 0
- Orbital gap: 10.644 eV
- Energy: -8901.4707 eV
- Highest occupied orbital energy: -9.75 eV
- SMILES string: CC[C@@H](C)NC=O
- LUMO energy: 0.892 eV

Record 8
Formula: CH4FN
Source: the OMol25 dataset
Level of theory: ωB97M-V with the def2-TZVPD basis set

Positions of all 7 atoms, in Å:
C  0.6019  -0.4281  0.0405
N  -0.6979  0.4574  0.0535
F  1.7681  0.2588  0.0595
H  0.5278  -0.9902  -0.8998
H  0.5244  -1.0873  0.9080
H  -0.6237  1.0138  0.9109
H  -0.5902  1.1317  -0.7048

Computed properties:
- Total charge: 0
- Orbital gap (alpha / beta): 4.882 / 9.024 eV
- Energy: -5302.0613 eV
- Highest occupied orbital energy (alpha / beta): -3.80 / -13.92 eV
- Spin multiplicity: 3
- LUMO energy (alpha / beta): 1.082 / -4.896 eV

Record 9
Formula: C5H8N2O
Source: the OMol25 dataset
Level of theory: ωB97M-V with the def2-TZVPD basis set

Positions of all 16 atoms, in Å:
C  -1.1119  0.1414  0.9429
C  -0.0800  0.8819  -0.0630
C  1.3265  1.1090  0.7833
C  1.0709  0.0058  -0.3158
N  0.8679  -1.3214  -0.4532
N  -0.4007  -1.4212  -1.0940
C  -1.0103  -0.3562  -1.5313
O  -0.7452  0.9806  -1.3124
H  -2.0154  0.6574  1.2713
H  -0.5958  -0.1468  1.9618
H  -1.4233  -0.9841  0.8518
H  1.1905  0.7567  1.9166
H  2.1731  1.8137  0.5872
H  1.6251  0.3737  -1.2756
H  0.8733  -2.0846  0.1951
H  -1.7446  -0.4060  -2.4647

Computed properties:
- Total charge: 0
- Orbital gap: 9.324 eV
- Energy: -10335.7260 eV
- Highest occupied orbital energy: -8.46 eV
- SMILES string: C[C@]12C[C@H]1NN=CO2
- LUMO energy: 0.862 eV

Record 10
Formula: C34H47N5O3SSe2W
Source: the OMol25 dataset
Level of theory: ωB97M-V with the def2-TZVPD basis set

Positions of all 93 atoms, in Å:
W  0.4167  2.4309  -1.5704
C  -0.5817  -0.4757  -4.8463
C  0.0040  0.2276  -3.6312
N  -0.5388  1.3244  -3.0466
C  -1.5139  1.9553  -3.9161
C  -2.3925  2.8385  -3.0598
N  -1.6958  3.2401  -1.8415
C  -2.4498  3.1095  -0.5895
C  -1.7149  3.9444  0.4358
N  -0.2872  4.1575  0.0150
C  0.6888  4.2344  1.1102
C  1.1217  2.8282  1.4503
N  1.4414  2.0142  0.2222
C  2.2141  0.9574  0.3264
C  3.1060  0.6698  1.4670
C  2.2998  0.2502  -0.9043
C  3.2428  -0.6929  -1.2359
C  3.2326  -1.4141  -2.4714
C  2.2020  -1.0510  -3.2905
C  1.1405  -0.1553  -2.9439
N  1.2800  0.6464  -1.7692
H  -1.5723  -0.8763  -4.6173
H  0.0555  -1.3043  -5.0719
H  -0.6226  0.1549  -5.7133
H  -2.1854  1.1608  -4.2525
H  -1.1396  2.4288  -4.8121
H  -3.2788  2.2127  -2.7301
H  -2.7941  3.6564  -3.5661
H  -1.6565  4.2555  -1.9929
H  -2.5749  2.0401  -0.3982
H  -3.4477  3.5194  -0.7498
H  -1.6659  3.3579  1.4471
H  -2.1657  4.9432  0.6651
H  -0.2561  5.0792  -0.4973
H  0.1544  4.6412  1.9621
H  1.5734  4.8714  0.7992
H  0.3550  2.2673  2.0784
H  2.0679  2.9217  1.9948
H  2.9857  -0.4124  1.7387
H  2.9038  1.1884  2.4026
H  4.1777  0.7891  1.1565
H  3.9623  -0.9852  -0.4734
H  3.8733  -2.2053  -2.8059
H  2.0641  -1.5939  -4.2367
O  2.7452  1.6727  -6.8726
C  3.4940  2.8481  -6.6162
C  3.1464  3.4004  -5.2048
C  3.7693  4.8444  -5.3504
O  3.5625  5.6260  -4.1539
C  3.6972  2.5480  -4.0878
Se  2.9163  3.0968  -2.2535
C  1.6752  3.6487  -5.0994
Se  1.0753  4.2843  -3.0831
H  3.0395  1.1235  -7.6348
H  3.2747  3.6489  -7.3672
H  4.5949  2.6664  -6.7452
H  3.1518  5.3190  -6.1409
H  4.8328  4.7587  -5.7022
H  3.8499  6.5678  -4.3755
H  4.7661  2.7866  -3.9907
H  3.3752  1.4722  -4.1425
H  1.0285  2.7254  -5.1819
H  1.2788  4.3558  -5.7987
O  -2.8286  -2.8909  6.6603
S  -3.2679  -4.3090  6.9079
C  -1.7790  -5.0999  7.6594
C  -0.4839  -4.7410  6.8677
C  0.1068  -3.4970  7.0411
C  1.2825  -3.2118  6.3628
C  1.9465  -4.2203  5.6049
C  1.3592  -5.4637  5.4333
C  0.0920  -5.7072  5.9865
C  -3.0779  -5.0590  5.1988
C  -4.3260  -4.9140  4.4057
C  -5.1769  -5.9937  4.3114
C  -6.2901  -5.9026  3.4732
C  -6.5506  -4.7286  2.7625
C  -5.6373  -3.6235  2.7694
C  -4.5420  -3.7290  3.6356
H  -1.9514  -6.1628  7.7599
H  -1.7796  -4.5688  8.6180
H  -0.4163  -2.7999  7.7417
H  1.7111  -2.2045  6.4602
H  2.8698  -3.9857  5.0633
H  1.8442  -6.1886  4.7987
H  -0.4117  -6.7029  5.9071
H  -2.9490  -6.1118  5.2687
H  -2.1677  -4.6268  4.7665
H  -4.9593  -6.9567  4.7972
H  -6.8281  -6.8096  3.3153
H  -7.4050  -4.6558  2.1170
H  -5.8547  -2.7508  2.1277
H  -3.8324  -2.9282  3.7419

Computed properties:
- Total charge: +2
- Orbital gap (alpha / beta): 4.882 / 4.765 eV
- Energy: -192949.7421 eV
- Highest occupied orbital energy (alpha / beta): -11.25 / -11.25 eV
- Spin multiplicity: 3
- LUMO energy (alpha / beta): -6.366 / -6.483 eV

Record 11
Formula: CH3BF2O2
Source: the OMol25 dataset
Level of theory: ωB97M-V with the def2-TZVPD basis set

Positions of all 9 atoms, in Å:
O  -1.1752  1.1555  -0.0520
B  -0.4109  0.0745  0.0282
O  -0.7247  -1.0743  0.5992
C  1.1601  0.1579  -0.3739
F  1.9113  0.9802  0.3861
F  1.6529  -1.1180  -0.2536
H  -2.0123  0.9009  0.2486
H  -1.5399  -1.4093  0.9054
H  1.1388  0.3327  -1.4878

Computed properties:
- Total charge: 0
- Orbital gap: 10.887 eV
- Energy: -11294.0247 eV
- Highest occupied orbital energy: -10.79 eV
- SMILES string: OB(O)C(F)F
- LUMO energy: 0.101 eV

Record 12
Formula: C3H10N2O2
Source: the OMol25 dataset
Level of theory: ωB97M-V with the def2-TZVPD basis set

Positions of all 17 atoms, in Å:
C  1.7715  -1.1799  -0.9274
C  -1.5047  0.7263  -0.7709
C  -0.0601  0.3598  -0.7604
O  0.8322  1.3079  -1.0855
N  0.3523  -0.8903  -0.7252
H  0.4098  2.1755  -1.1073
H  1.9175  -2.2504  -0.7935
H  2.0772  -0.8977  -1.9350
H  2.3948  -0.6484  -0.2041
H  -2.0977  -0.0869  -0.3632
H  -1.8268  0.9259  -1.8011
H  -1.6767  1.6188  -0.1663
N  -0.7114  -0.1990  2.8081
O  -0.3200  -0.4184  1.4769
H  -0.0318  -1.2562  0.2889
H  -1.5499  0.3865  2.7842
H  0.0240  0.3266  3.2818

Computed properties:
- Total charge: 0
- Orbital gap: 7.152 eV
- Energy: -10344.7223 eV
- Highest occupied orbital energy: -6.75 eV
- LUMO energy: 0.397 eV

no.,molar mass (g mol⁻¹)
1,555.32
2,161.08
3,318.15
4,367.97
5,514.78
6,179.61
7,101.15
8,49.05
9,112.13
10,947.61
11,95.84
12,106.12